C4H2LiO2Yb as an isolated structure in a non-equilibrium geometry. Source: OMol25; level of theory: ωB97M-V/def2-TZVPD.

ORCA input file:
```
! RIJCOSX wB97M-V def2-TZVPD def2/J DEFGRID3
* xyz 2 2
C -1.94 0.28 0.44
O -3.08 0.19 0.99
H 0.33 1.32 -1.75
Li 3.91 -1.26 -0.21
C -0.87 0.44 -0.12
C 1.42 -0.08 -0.69
O 2.45 -0.54 -1.19
C 0.32 0.66 -0.88
Yb -4.73 -0.51 2.59
H 2.19 -0.48 0.82
*
```

Output
frontier orbital gap (spin up / spin down): 4.6847 / 4.6902 eV
energy above the lowest of the compared OMol25 structures with the same formula, charge and spin: 7.34 kcal per mole
highest occupied orbital energy (spin up / spin down): -14.2 / -14.2 eV
lowest unoccupied orbital energy (spin up / spin down): -9.48 / -9.49 eV
total energy: -1469.5407 Eh

Atomic partial charges in e from the natural (NBO) method, atoms 1 to 2: C 0.509; O -0.919


One molecule with the formula C4H2N2O. Source: OMol25; level of theory: ωB97M-V/def2-TZVPD.

ORCA input file:
```
! RIJCOSX wB97M-V def2-TZVPD def2/J DEFGRID3
* xyz 0 1
C -0.91 -0.58 0.68
H -2.84 0.04 0.54
H -1.68 1.31 0.35
C 0.46 -0.05 0.61
N -1.88 0.34 0.49
N 3.24 -0.39 0.76
O -1.09 -1.76 0.89
C 3.03 0.76 0.53
C 1.63 0.27 0.58
*
```

Output
frontier orbital gap: 9.6276 eV
energy above the lowest of the compared OMol25 structures with the same formula, charge and spin: 77.65 kcal per mole
highest occupied orbital energy: -10.4 eV
lowest unoccupied orbital energy: -0.74 eV
total energy: -338.2177 Eh

Atomic partial charges in e from the natural (NBO) method, atoms 1 to 2: C 0.611; H 0.411


One molecule with the formula C4H2N2O in a non-equilibrium geometry. Source: OMol25; level of theory: ωB97M-V/def2-TZVPD.

ORCA input file:
```
! RIJCOSX wB97M-V def2-TZVPD def2/J DEFGRID3
* xyz 0 1
H -1.63 1.16 -2.03
C 0.85 -0.68 1.19
C 0.03 -0.25 0.34
N 2.42 -1.30 3.08
C -0.64 -0.07 -0.97
O -0.94 -1.04 -1.62
H -0.93 2.15 -0.78
C 1.64 -1.14 2.20
N -0.81 1.17 -1.41
*
```

Output
frontier orbital gap: 9.9475 eV
energy above the lowest of the compared OMol25 structures with the same formula, charge and spin: 40.81 kcal per mole
highest occupied orbital energy: -10.7 eV
lowest unoccupied orbital energy: -0.73 eV
total energy: -338.2764 Eh

Atomic partial charges in e from the natural (NBO) method, atoms 1 to 2: H 0.406; C -0.085


One molecule with the formula C4H2N2O in a non-equilibrium geometry. Source: OMol25; level of theory: ωB97M-V/def2-TZVPD.

ORCA input file:
```
! RIJCOSX wB97M-V def2-TZVPD def2/J DEFGRID3
* xyz 0 1
O 1.65 2.60 -0.68
N 0.22 0.79 -1.49
C 0.17 0.68 -0.06
C 0.90 1.68 -0.71
C -0.68 -1.14 1.37
C -0.24 -0.08 0.87
N -1.07 -2.15 1.94
H 0.42 0.36 -2.39
H -1.38 -2.73 1.17
*
```

Output
frontier orbital gap: 9.0988 eV
energy above the lowest of the compared OMol25 structures with the same formula, charge and spin: 78.44 kcal per mole
highest occupied orbital energy: -9.5 eV
lowest unoccupied orbital energy: -0.44 eV
total energy: -338.2164 Eh

Atomic partial charges in e from the natural (NBO) method, atoms 1 to 2: O -0.518; N -0.589


One molecule with the formula C4H2N2OS in a non-equilibrium geometry. Source: OMol25; level of theory: ωB97M-V/def2-TZVPD.

ORCA input file:
```
! RIJCOSX wB97M-V def2-TZVPD def2/J DEFGRID3
* xyz 0 1
O -1.17 -0.99 3.07
H 1.87 -2.02 0.80
C -0.50 -0.98 2.13
H -1.99 2.55 -1.52
C 1.09 -1.36 0.29
C -0.29 1.53 -1.48
C 0.43 0.49 -1.34
N 0.04 -0.97 1.07
S 1.62 -0.59 -1.15
N -1.09 2.34 -1.86
*
```

Output
frontier orbital gap (spin up / spin down): 6.7703 / 7.4467 eV
energy above the lowest of the compared OMol25 structures with the same formula, charge and spin: 60.93 kcal per mole
highest occupied orbital energy (spin up / spin down): -7.8 / -8.0 eV
lowest unoccupied orbital energy (spin up / spin down): -1.02 / -0.59 eV
total energy: -736.4122 Eh

Atomic partial charges in e from the natural (NBO) method, atoms 1 to 2: O -0.489; H 0.210


One molecule with the formula C4H2N2S in a non-equilibrium geometry. Source: OMol25; level of theory: ωB97M-V/def2-TZVPD.

ORCA input file:
```
! RIJCOSX wB97M-V def2-TZVPD def2/J DEFGRID3
* xyz 0 1
C 1.21 -0.50 0.62
C 0.01 -0.64 1.11
C -1.41 -0.28 -0.34
N -0.48 0.32 -1.07
N -1.20 -0.61 0.95
H -2.41 -0.41 -0.81
C 0.70 0.45 -0.50
H 2.18 -0.39 0.90
S 1.40 2.05 -0.86
*
```

Output
frontier orbital gap (spin up / spin down): 6.3543 / 6.3614 eV
energy above the lowest of the compared OMol25 structures with the same formula, charge and spin: 87.55 kcal per mole
highest occupied orbital energy (spin up / spin down): -8.5 / -8.5 eV
lowest unoccupied orbital energy (spin up / spin down): -2.11 / -2.11 eV
total energy: -661.1585 Eh

Atomic partial charges in e from the natural (NBO) method, atoms 1 to 2: C -0.424; C 0.594